Density functional theory data (the ωB97M-V functional and the def2-TZVPD basis) for C5H5FeO15 as an isolated structure in a non-equilibrium geometry.

Values from the calculation:
<S²> = 8.756
Kohn-Sham gap (alpha / beta) = 8.52 / 8.42 eV
ΔE to the lowest compared entry with this formula, charge and spin = 152.39 kJ/mol
HOMO (alpha / beta) = -3.174 / -3.082 eV

The geometry in ORCA input format:
```
! RIJCOSX wB97M-V def2-TZVPD def2/J DEFGRID3
* xyz -2 6
Fe -0.213 -0.109 0.013
O 2.437 -1.088 -3.101
C 1.843 0.005 -2.553
O 2.072 1.029 -3.278
O 1.165 -0.027 -1.517
H 2.615 -0.243 -3.665
O -1.864 -2.834 -2.250
C -1.406 -1.901 -1.402
O -1.770 -0.699 -1.428
O -0.537 -2.155 -0.543
H -2.653 -2.432 -2.635
O 3.480 -0.984 1.871
C 2.163 -0.646 2.098
O 1.918 -0.227 3.246
O 1.325 -0.778 1.177
H 3.784 -0.670 2.737
O -2.739 0.580 3.138
C -2.695 -0.199 2.028
O -1.589 -0.188 1.410
O -3.667 -0.890 1.713
H -3.622 0.417 3.490
O -0.084 3.854 -0.306
C -0.185 2.519 -0.218
O -0.967 1.819 -0.888
O 0.508 1.845 0.593
H 0.683 4.002 0.268
*
```